[1]
The following is a DFT calculation (the ωB97M-V functional and the def2-TZVPD basis) of C45H53Br3HgN6O4PS4Te as an isolated structure.

Values from the calculation:
total charge = -2
F_max = 0.44 eV/A
LUMO (spin up / spin down) = 3.71 / 3.71 eV
spin multiplicity = 2

Geometry as XYZ:
```
118
C45H53Br3HgN6O4PS4Te the ωB97M-V functional and the def2-TZVPD basis
Hg 0.223 -0.685 1.634
Br 6.239 -4.252 2.790
C 4.700 -3.236 2.297
C 4.764 -1.836 2.382
C 3.593 -1.167 2.058
N 2.481 -1.754 1.650
C 2.437 -3.115 1.512
C 3.579 -3.888 1.888
C 1.245 -3.693 0.984
C 1.014 -5.102 0.989
C -0.171 -5.574 0.517
Br -0.519 -7.449 0.584
C -1.160 -4.723 0.002
C -0.856 -3.373 0.009
N 0.276 -2.853 0.477
H 5.653 -1.314 2.696
H 3.558 -0.084 2.135
H 3.566 -4.966 1.837
H 1.747 -5.783 1.394
H -2.103 -5.090 -0.373
H -1.564 -2.660 -0.401
C 5.303 5.667 2.269
C 5.469 4.828 1.003
C 6.881 4.230 0.995
C 5.318 5.766 -0.206
C 4.426 3.714 0.916
C 3.485 3.476 1.903
C 2.527 2.490 1.726
Br 1.281 2.204 3.142
C 2.400 1.685 0.569
O 1.461 0.830 0.400
C 3.416 1.909 -0.426
C 4.365 2.895 -0.219
C 3.420 1.066 -1.708
C 2.110 1.280 -2.481
C 3.552 -0.425 -1.356
C 4.575 1.434 -2.641
H 6.020 6.493 2.261
H 5.481 5.074 3.169
H 4.299 6.092 2.332
H 7.638 5.023 1.018
H 7.047 3.628 0.100
H 7.028 3.586 1.864
H 6.010 6.612 -0.127
H 4.298 6.154 -0.257
H 5.524 5.244 -1.142
H 3.472 4.040 2.825
H 5.116 3.045 -0.985
H 1.259 0.970 -1.878
H 2.106 0.681 -3.396
H 2.001 2.335 -2.756
H 2.712 -0.755 -0.748
H 4.476 -0.610 -0.802
H 3.570 -1.022 -2.274
H 4.511 2.472 -2.980
H 4.528 0.790 -3.523
H 5.547 1.280 -2.165
N -1.376 1.043 0.984
C -1.483 2.041 0.417
N -1.600 3.196 -0.213
C -2.655 4.126 0.185
C -3.852 4.005 -0.753
C -3.407 4.189 -2.208
C -2.301 3.193 -2.564
C -1.130 3.326 -1.599
H -2.236 5.136 0.136
H -2.932 3.918 1.217
H -4.602 4.753 -0.481
H -4.294 3.013 -0.624
H -3.034 5.213 -2.343
H -4.260 4.061 -2.878
H -1.946 3.350 -3.585
H -2.676 2.169 -2.500
H -0.668 4.315 -1.687
H -0.371 2.570 -1.783
C -4.642 -3.027 1.774
O -5.026 -1.751 1.258
P -3.775 -0.684 1.037
O -3.834 0.161 2.427
C -4.844 1.078 2.807
O -4.651 0.366 0.126
C -4.949 0.032 -1.228
H -5.504 -3.447 2.291
H -3.809 -2.953 2.477
H -4.347 -3.699 0.964
H -5.214 0.800 3.796
H -5.675 1.089 2.103
H -4.407 2.077 2.867
H -5.795 0.650 -1.530
H -5.229 -1.020 -1.321
H -4.089 0.219 -1.872
S -3.620 -2.981 -6.846
C -3.055 -2.570 -5.317
S -2.606 -0.967 -4.869
C -2.059 -1.496 -3.263
N -2.251 -2.774 -3.115
N -2.812 -3.353 -4.250
C -3.001 -4.763 -4.147
C -2.089 -5.487 -3.385
C -2.242 -6.857 -3.249
C -3.300 -7.510 -3.868
C -4.213 -6.776 -4.614
C -4.076 -5.401 -4.748
S -1.412 -0.391 -2.153
H -1.284 -4.962 -2.892
H -1.528 -7.415 -2.655
H -3.424 -8.580 -3.754
H -5.045 -7.272 -5.099
H -4.798 -4.828 -5.310
Te -0.624 -2.116 3.764
C -1.343 -0.774 5.215
C -2.609 -0.275 5.360
C -2.775 0.511 6.539
C -1.633 0.590 7.280
S -0.362 -0.282 6.537
H -3.383 -0.463 4.630
H -3.703 0.991 6.821
H -1.476 1.109 8.213
```


[2]
The following is a DFT calculation (the ωB97M-V functional and the def2-TZVPD basis) of C45H53Cl2F6NO10PS4SbSr as an isolated structure.

Values from the calculation:
total charge = 0
F_max = 7.63 eV/A
LUMO = 0.19 eV
spin multiplicity = 1

Geometry as XYZ:
```
124
C45H53Cl2F6NO10PS4SbSr the ωB97M-V functional and the def2-TZVPD basis
Sr 0.032 -0.092 -0.307
Cl -1.185 2.144 1.391
C -2.108 3.441 0.696
C -2.699 4.332 1.579
C -3.394 5.422 1.090
C -3.481 5.622 -0.279
C -2.905 4.711 -1.146
C -2.221 3.589 -0.683
P -1.529 2.331 -1.868
C -3.006 2.115 -2.966
C -3.737 0.936 -2.831
C -4.874 0.703 -3.590
C -5.284 1.635 -4.529
C -4.548 2.798 -4.700
C -3.428 3.044 -3.921
C -0.496 3.484 -2.857
C -0.406 3.419 -4.246
C 0.434 4.278 -4.938
C 1.214 5.195 -4.250
C 1.167 5.236 -2.865
C 0.319 4.387 -2.174
H -2.612 4.160 2.644
H -3.856 6.116 1.780
H -4.001 6.485 -0.674
H -2.993 4.869 -2.210
H -3.403 0.192 -2.131
H -5.432 -0.214 -3.447
H -6.163 1.452 -5.134
H -4.839 3.521 -5.452
H -2.879 3.959 -4.087
H -0.983 2.683 -4.792
H 0.494 4.220 -6.018
H 1.873 5.860 -4.793
H 1.796 5.931 -2.323
H 0.285 4.417 -1.091
O 1.855 0.154 1.836
S 2.720 0.032 3.053
C 2.135 -1.381 4.075
C 2.513 -2.723 3.451
C 1.636 -3.137 2.266
C 0.264 -3.679 2.661
S -1.145 -2.522 2.215
O -0.513 -1.474 1.363
C -1.344 -1.788 3.853
C -1.804 -2.558 4.910
C -2.001 -1.961 6.146
C -1.739 -0.608 6.318
C -1.278 0.153 5.253
C -1.090 -0.437 4.013
C 2.171 1.323 4.191
C 1.360 2.318 3.680
C 0.926 3.344 4.505
C 1.335 3.385 5.829
C 2.188 2.407 6.325
C 2.617 1.375 5.505
H 1.065 -1.269 4.216
H 2.642 -1.257 5.032
H 2.459 -3.493 4.226
H 3.553 -2.674 3.117
H 2.166 -3.895 1.688
H 1.499 -2.286 1.603
H 0.183 -3.889 3.727
H 0.030 -4.591 2.113
H -2.010 -3.614 4.774
H -2.373 -2.552 6.973
H -1.908 -0.145 7.281
H -1.069 1.208 5.380
H -0.748 0.126 3.157
H 1.091 2.282 2.637
H 0.283 4.116 4.101
H 1.005 4.188 6.475
H 2.533 2.455 7.350
H 3.298 0.626 5.891
O -3.062 -0.523 1.849
Cl -3.421 -0.218 0.500
O -4.450 -1.095 0.055
O -3.837 1.140 0.396
O -2.252 -0.412 -0.378
F 4.038 -1.235 0.863
C 4.064 -0.203 0.003
F 4.273 0.919 0.662
F 5.107 -0.446 -0.785
S 2.466 -0.228 -1.004
O 1.741 1.004 -0.835
O 1.754 -1.379 -0.520
N 2.973 -0.516 -2.456
S 3.928 0.618 -3.051
O 5.053 0.106 -3.756
O 4.100 1.689 -2.112
C 2.828 1.331 -4.357
F 3.282 2.507 -4.770
F 2.707 0.523 -5.412
F 1.618 1.494 -3.811
C -3.289 -3.753 -1.526
C -2.686 -2.937 -2.669
C -2.944 -3.576 -4.026
Sb -0.611 -2.456 -2.076
C 0.231 -1.822 -4.000
C -0.629 -0.681 -4.540
C 0.422 -2.920 -5.040
C 0.234 -4.486 -1.788
C 1.758 -4.395 -1.759
C -0.240 -5.571 -2.746
H -4.367 -3.871 -1.671
H -3.145 -3.249 -0.568
H -2.847 -4.751 -1.471
H -3.161 -1.952 -2.656
H -2.466 -4.553 -4.116
H -2.596 -2.943 -4.843
H -4.021 -3.720 -4.159
H 1.210 -1.433 -3.734
H -1.631 -1.027 -4.806
H -0.171 -0.258 -5.438
H -0.742 0.127 -3.811
H -0.523 -3.400 -5.299
H 1.111 -3.686 -4.684
H 0.847 -2.499 -5.957
H -0.117 -4.744 -0.782
H 2.159 -4.145 -2.744
H 2.191 -5.355 -1.459
H 2.103 -3.636 -1.061
H 0.023 -5.346 -3.779
H -1.319 -5.714 -2.688
H 0.237 -6.521 -2.481
```


Computed values of E (unit: eV) for the preceding records, in sequence: -338884.639; -170834.792.
Computed values of relative energy (zero: lowest compared OMol25 entry of this formula, charge and spin) (unit: kcal per mole) for the preceding records, in sequence: 6.1; 89.8.